1.
{
  "formula": "C6H9B",
  "method": "wB97M-V/def2-TZVPD",
  "homo_energy_ev": [-7.841, -7.862],
  "gap_ev": [7.547, 7.606],
  "relative_energy_ev": 5.172,
  "fmax_ev_per_a": 4.56,
  "total_energy_ha": -258.62928,
  "lumo_energy_ev": [-0.294, -0.256],
  "symbols": ["C", "C", "C", "C", "C", "C", "B", "H", "H", "H", "H", "H", "H", "H", "H", "H"],
  "positions_angstrom": [[-1.72902, 0.29246, 1.09412], [-0.11715, -1.14385, -0.19922], [-0.97880, 1.38412, 0.88365], [0.56489, -0.01540, -0.34390], [0.33668, 1.35044, 0.16608], [-1.42181, -1.11172, 0.62240], [2.69487, -0.33392, -1.99485], [0.42162, 2.00653, -0.58178], [1.08012, 1.55224, 0.93093], [-2.19514, -1.60869, 0.06495], [0.22915, -2.10079, -0.59146], [3.76280, 0.27536, -1.96420], [-2.70657, 0.16322, 1.63162], [-1.23721, 2.32578, 1.15998], [-1.31410, -1.68300, 1.58323], [2.60966, -1.35279, -2.46157]],
  "forces_ev_per_a": [[-1.197, -0.584, -0.172], [-0.122, 0.643, 0.606], [-0.387, -3.020, -0.807], [2.421, -1.437, -2.319], [-0.459, -3.495, 2.900], [2.287, 0.192, 0.846], [-0.692, 1.695, 2.921], [0.217, 2.834, -2.744], [0.501, 0.292, -0.047], [-0.692, 0.114, -0.220], [-0.141, 0.317, -0.085], [-1.119, -0.040, -0.059], [0.924, 1.442, -0.272], [-1.177, 2.521, 1.247], [0.074, 0.006, -0.837], [-0.439, -1.481, -0.956]]
}

---

2.
{
  "formula": "C6H9Br",
  "method": "wB97M-V/def2-TZVPD",
  "homo_energy_ev": [-8.285, -8.102],
  "gap_ev": [8.639, 7.972],
  "relative_energy_ev": 4.641,
  "fmax_ev_per_a": 4.16,
  "total_energy_ha": -2807.83428,
  "lumo_energy_ev": [0.355, -0.130],
  "symbols": ["Br", "C", "C", "C", "C", "C", "C", "H", "H", "H", "H", "H", "H", "H", "H", "H"],
  "positions_angstrom": [[3.38961, -0.06427, 0.15554], [-1.06635, -1.25609, -0.56167], [-0.80496, -2.42133, 0.33197], [1.66216, 0.66948, 0.55197], [0.60966, 1.08081, -0.43390], [-0.38537, -0.14102, -0.84207], [-0.27863, 2.33771, 0.01060], [-0.23699, -3.09252, -0.27730], [1.28452, 0.25712, 1.52848], [-1.20988, 2.21505, -0.52984], [-1.74477, -2.97990, 0.60854], [1.02239, 1.51707, -1.38807], [0.22870, 3.22233, -0.26753], [-0.43994, 2.11018, 1.11741], [-1.90764, -1.24343, -1.15747], [-0.12251, -2.21119, 1.15333]],
  "forces_ev_per_a": [[-0.984, 0.435, -0.145], [2.557, 2.305, 0.841], [-0.508, -0.546, 0.010], [-1.076, -0.955, 0.694], [-0.582, 0.162, -2.029], [0.869, 0.939, 1.503], [0.116, -3.758, 1.776], [0.318, -0.858, -0.431], [0.514, 0.600, -1.014], [-0.226, 0.275, 0.036], [1.019, 0.833, 0.047], [0.118, -1.233, 0.767], [0.440, 1.001, 0.290], [-0.079, 1.232, -1.307], [-2.045, -0.639, -1.352], [-0.450, 0.206, 0.315]]
}

---

3.
{
  "formula": "C6H9BrNO",
  "method": "wB97M-V/def2-TZVPD",
  "charge": 1,
  "homo_energy_ev": -12.271,
  "gap_ev": 8.634,
  "relative_energy_ev": 2.345,
  "fmax_ev_per_a": 3.78,
  "total_energy_ha": -2937.59023,
  "lumo_energy_ev": -3.637,
  "symbols": ["Br", "O", "N", "C", "C", "C", "C", "C", "C", "H", "H", "H", "H", "H", "H", "H", "H", "H"],
  "positions_angstrom": [[-0.01394, -1.29815, -0.68903], [2.39534, 0.11575, -0.49864], [-0.80577, -1.44881, 1.94685], [-2.56812, -0.81259, 0.15060], [0.83590, 1.50331, -1.39203], [2.12093, 2.16976, -1.33747], [1.12136, 0.24618, -0.91075], [2.99710, 1.26182, -0.85529], [-1.14988, -0.60283, 0.73086], [2.34313, 3.16429, -1.64803], [-0.78631, -2.45783, 1.79302], [0.05258, 2.03700, -1.77587], [0.05687, -1.16420, 2.42298], [-1.56062, -1.30787, 2.55952], [-3.13585, -1.63212, 0.51715], [-3.20961, -0.06192, 0.57815], [4.02548, 1.08975, -0.64652], [-2.71859, -0.80152, -0.94549]],
  "forces_ev_per_a": [[1.427, 1.011, -0.449], [-1.441, -0.978, -0.808], [0.344, -0.623, -1.183], [-0.349, 0.384, 0.908], [3.352, -1.379, 1.063], [-0.068, -0.954, 0.164], [-1.185, 0.558, -0.171], [0.552, -0.045, 0.636], [-0.246, 0.460, -1.067], [0.028, 0.362, -0.180], [0.160, -0.315, 0.066], [-2.382, 0.360, -0.720], [-0.217, 0.132, -0.327], [-1.304, 0.432, 1.453], [-0.068, -1.791, 0.196], [-0.041, 1.090, -0.142], [0.806, 1.113, -0.112], [0.633, 0.183, 0.673]]
}